{
  "formula": "P2S4",
  "method": "ωB97M-V/def2-TZVPD",
  "symbols": ["P", "P", "S", "S", "S", "S"],
  "positions_angstrom": [[-0.3803, 0.9363, -0.3114], [1.3329, -0.5058, 0.8167], [-0.9713, 2.7514, 0.0551], [2.8043, -0.5679, -0.4027], [-1.9103, -0.4858, 0.0230], [-0.9037, -2.1381, -0.1791]],
  "forces_ev_per_a": [[1.199, 0.122, -0.536], [0.200, 0.281, -0.690], [0.053, -0.447, 0.300], [-0.568, 0.092, 0.562], [-1.381, -0.032, 0.338], [0.497, -0.017, 0.027]],
  "orbital_gap_ev": [6.052, 5.558],
  "spin_multiplicity": 3
}